Record 1
35
Properties=species:S:1:pos:R:3:lowdin_charge:R:1 method="wB97M-V/def2-TZVPD" spin_multiplicity=1 lumo_ev=0.116 e_homo_ev=-9.05 charge=0 e_above_lowest_kj_mol=301.9 orbital_gap_ev=9.2
C 0.35615 2.80611 1.47922 0.003
N -0.37823 1.98900 0.45429 -0.136
C 0.34975 1.47433 -0.56808 -0.346
O 1.50319 1.80773 -0.82189 -0.021
C -1.81014 1.68227 0.59457 -0.154
C -2.05600 0.71310 1.74139 -0.223
N -1.25937 -0.54390 1.58077 0.014
H 0.22052 2.23314 2.40273 0.078
H -0.09433 3.79701 1.51503 0.091
H 1.41364 2.62785 1.25934 0.075
H -0.06099 0.61263 -1.14356 0.108
H -2.21768 2.67421 0.77124 0.118
H -2.22391 1.31296 -0.32984 0.096
H -1.67181 1.24791 2.61080 0.091
H -3.02341 0.32534 2.01788 0.098
H -0.82821 -0.54626 0.66686 0.023
H -0.47725 -0.70833 2.19759 0.045
O -1.20970 0.21065 -2.70396 -0.041
H -1.11856 0.72347 -3.51305 0.085
H -2.01084 0.50411 -2.26822 0.057
O 2.83110 0.23558 1.94757 -0.039
H 3.39510 0.61985 2.62189 0.058
H 3.29178 0.47811 1.13462 0.061
O -0.90428 -3.13466 -0.61831 -0.054
H -0.68751 -3.20722 0.32437 0.040
H -0.16895 -2.77968 -1.11318 -0.024
O 2.01798 -2.14043 -1.90794 -0.089
H 2.37819 -1.24460 -1.87739 0.033
H 1.42125 -1.97514 -2.69016 0.007
O -0.09581 -2.17702 -3.40896 -0.053
H -0.45233 -2.93844 -2.94319 0.049
H -0.65597 -1.39713 -3.26346 0.014
O 1.21496 -1.98823 1.48984 -0.076
H 1.87609 -1.35541 1.83254 0.008
H 1.13560 -1.93891 0.52866 0.004

***

Record 2
14
Properties=species:S:1:pos:R:3:lowdin_charge:R:1 method="wB97M-V/def2-TZVPD" spin_multiplicity=1 lumo_ev="-1.390 / -0.716" e_homo_ev="-8.64 / -8.55" charge=0 e_above_lowest_kj_mol=527.4 orbital_gap_ev="7.2 / 7.8"
C 2.08934 0.37013 1.14116 -0.315
C 1.47899 -0.78101 0.64890 -0.096
C -0.66337 0.19383 1.15903 -0.078
N 1.44764 1.40797 1.49752 0.194
N 0.11311 -0.75886 0.65939 -0.029
N -1.89342 1.00636 -1.15105 -0.087
O -2.52487 -0.99886 0.10104 -0.326
O -3.10725 1.06388 1.25164 -0.294
S -2.20836 0.37102 0.36890 0.554
H 3.11226 0.51617 1.23831 0.088
H 2.08328 -1.54022 0.10894 0.128
H -0.24049 -1.51461 0.25223 0.086
H -1.09634 1.57823 -1.40132 0.076
H -2.52995 0.51342 -1.82786 0.100

***

Number 1: total energy -21817.108 eV. Number 2: total energy -22585.761 eV.